# 1
{"formula": "C39H50N3O3PtSbTe", "method": "wB97M-V/def2-TZVPD", "orbital_gap_ev": [6.1, 5.2], "e_lumo_ev": [2.32, 1.76], "max_force_ev_per_a": 1.66, "s2": 0.800, "multiplicity": 2, "total_charge": -1, "molar_mass_da": 1053.3, "elements": ["Pt", "O", "C", "O", "C", "N", "C", "C", "C", "H", "H", "H", "H", "H", "H", "H", "H", "H", "C", "Sb", "C", "C", "H", "H", "H", "H", "H", "H", "H", "H", "H", "C", "C", "C", "C", "C", "C", "Te", "N", "C", "O", "C", "C", "C", "C", "C", "C", "C", "C", "C", "C", "C", "C", "C", "C", "C", "C", "H", "H", "H", "H", "H", "H", "H", "H", "H", "H", "H", "H", "H", "H", "H", "H", "H", "H", "H", "H", "H", "H", "H", "C", "C", "C", "C", "C", "C", "C", "C", "N", "H", "H", "H", "H", "H", "H", "H", "H", "H"], "positions_angstrom": [[-0.29542, -0.92717, 1.41453], [4.03299, -2.05352, -1.13873], [3.35524, -1.15253, -0.71129], [2.47650, -0.49821, -1.46378], [3.43269, -0.66534, 0.74244], [2.73071, 0.60773, 0.89516], [3.66384, 1.63021, 1.37742], [5.02507, 1.10321, 0.93616], [4.88318, -0.40265, 1.16632], [2.96551, -1.45933, 1.33372], [1.88944, 0.54050, 1.46329], [2.11666, 0.22883, -0.90005], [3.63476, 1.72293, 2.47107], [3.42224, 2.60652, 0.95402], [5.85300, 1.55207, 1.48480], [5.17323, 1.30372, -0.12866], [5.01359, -0.63724, 2.22533], [5.58088, -1.00908, 0.59272], [1.95740, -0.69487, 4.59798], [0.09685, -1.36495, 3.80852], [0.60529, -3.45578, 3.86805], [-1.20111, -1.39305, 5.48724], [2.18472, -1.32936, 5.45756], [1.88874, 0.34284, 4.90798], [2.74176, -0.81095, 3.84989], [0.62089, -3.81242, 4.89948], [1.58879, -3.60144, 3.41871], [-0.11871, -4.02422, 3.28467], [-0.79866, -2.07559, 6.23479], [-2.18257, -1.73892, 5.16249], [-1.28860, -0.37804, 5.85997], [-0.63978, 3.16720, -7.50961], [-0.59711, 2.93640, -6.02204], [-1.76160, 2.82142, -5.27681], [-1.73638, 2.59751, -3.90348], [-3.05335, 2.47112, -3.18540], [-0.50324, 2.47160, -3.24023], [-0.44803, 2.06472, -1.12022], [-0.26000, 1.04619, 1.63677], [-0.37291, 1.62656, 2.79263], [-0.51992, 1.07509, 3.94537], [-0.33316, 3.13583, 2.81819], [-1.01480, 3.82843, 3.81567], [-0.98437, 5.21471, 3.86098], [-0.24902, 5.92623, 2.92163], [0.45268, 5.24155, 1.93876], [0.40626, 3.85569, 1.88539], [-1.49914, 0.24373, -1.36563], [-0.95627, -0.68455, -2.25250], [-1.57614, -1.90279, -2.47087], [-2.74218, -2.20791, -1.78462], [-3.28177, -1.28713, -0.90257], [-2.68196, -0.04667, -0.67509], [-3.31046, 0.91295, 0.29614], [0.68154, 2.60802, -3.97970], [2.06420, 2.55277, -3.37406], [0.61150, 2.83228, -5.35353], [-1.66756, 3.23736, -7.86604], [-0.15177, 2.35141, -8.04691], [-0.12420, 4.09098, -7.78009], [-2.72199, 2.90855, -5.77597], [-3.86526, 2.85961, -3.80133], [-3.03806, 3.01248, -2.23891], [-3.26893, 1.42532, -2.95310], [-1.56058, 3.25503, 4.55346], [-1.53060, 5.74235, 4.63405], [-0.21891, 7.00858, 2.95912], [1.03642, 5.78973, 1.20867], [0.95203, 3.30976, 1.12735], [-0.02361, -0.45945, -2.75671], [-1.13159, -2.62658, -3.14259], [-3.21397, -3.17408, -1.91698], [-4.19082, -1.53072, -0.36310], [-4.30315, 0.56689, 0.58689], [-3.39725, 1.91014, -0.14038], [-2.69279, 1.01457, 1.19008], [2.05302, 2.19958, -2.34695], [2.52026, 3.54627, -3.38503], [2.70766, 1.88709, -3.95167], [1.53871, 2.92467, -5.91305], [1.01391, -3.93257, -1.49586], [-0.19193, -4.54243, -0.84594], [-0.69566, -5.76802, -1.23872], [-1.81712, -6.32813, -0.63350], [-2.44471, -5.62432, 0.38707], [-1.98651, -4.38904, 0.81514], [-2.71111, -3.63777, 1.89680], [-0.83423, -3.81959, 0.19996], [-0.36328, -2.62381, 0.55231], [1.35542, -4.53155, -2.34097], [1.84306, -3.83769, -0.79000], [0.79824, -2.91876, -1.84291], [-0.19468, -6.29926, -2.04219], [-2.19502, -7.29028, -0.95479], [-3.32934, -6.03972, 0.86076], [-3.75899, -3.94170, 1.94124], [-2.66426, -2.56178, 1.71852], [-2.27429, -3.81800, 2.88531]]}

***

# 2
{"formula": "C62H118O39", "method": "wB97M-V/def2-TZVPD", "orbital_gap_ev": 8.8, "e_lumo_ev": -0.18, "max_force_ev_per_a": 4.97, "total_charge": 0, "molar_mass_da": 1487.6, "elements": ["C", "O", "C", "C", "O", "C", "C", "O", "C", "H", "H", "H", "H", "H", "H", "H", "H", "H", "H", "H", "H", "H", "H", "C", "O", "C", "C", "O", "C", "C", "O", "C", "H", "H", "H", "H", "H", "H", "H", "H", "H", "H", "H", "H", "H", "H", "C", "O", "C", "C", "O", "C", "C", "O", "C", "H", "H", "H", "H", "H", "H", "H", "H", "H", "H", "H", "H", "H", "H", "C", "O", "C", "C", "O", "C", "C", "O", "C", "H", "H", "H", "H", "H", "H", "H", "H", "H", "H", "H", "H", "H", "H", "C", "O", "C", "C", "O", "C", "C", "O", "C", "H", "H", "H", "H", "H", "H", "H", "H", "H", "H", "H", "H", "H", "H", "C", "C", "C", "O", "C", "O", "O", "H", "H", "H", "H", "H", "H", "C", "C", "C", "O", "C", "O", "O", "H", "H", "H", "H", "H", "H", "C", "C", "C", "O", "C", "O", "O", "H", "H", "H", "H", "H", "H", "C", "C", "C", "O", "C", "O", "O", "H", "H", "H", "H", "H", "H", "C", "C", "C", "O", "C", "O", "O", "H", "H", "H", "H", "H", "H", "C", "C", "C", "O", "C", "O", "O", "H", "H", "H", "H", "H", "H", "C", "C", "C", "O", "C", "O", "O", "H", "H", "H", "H", "H", "H", "C", "C", "C", "O", "C", "O", "O", "H", "H", "H", "H", "H", "H"], "positions_angstrom": [[4.08199, 3.27856, 1.90053], [4.08277, 4.61063, 1.51812], [4.25350, 4.70737, 0.04522], [4.49469, 6.16783, -0.41322], [5.77194, 6.65755, -0.26568], [6.26566, 6.81356, 1.01026], [6.79154, 8.25689, 1.22542], [5.76707, 9.22087, 1.26520], [6.12715, 10.65570, 1.18751], [3.83724, 3.26846, 2.96265], [5.00501, 2.72980, 1.71345], [3.23966, 2.74673, 1.45810], [3.56477, 4.24679, -0.66303], [5.15594, 4.15147, -0.20908], [3.73588, 6.76762, 0.08933], [4.42897, 6.21050, -1.50040], [7.17760, 6.21936, 1.06843], [5.62545, 6.58937, 1.86347], [7.49826, 8.41420, 0.41062], [7.34981, 8.32168, 2.15936], [6.70080, 10.92279, 0.30000], [6.56204, 10.97368, 2.13506], [5.26095, 11.30810, 1.07719], [0.96647, 5.32169, -3.17287], [1.30036, 3.92067, -3.17894], [1.05076, 3.19994, -4.39333], [1.26859, 1.69483, -4.11247], [2.63290, 1.30127, -3.91005], [3.20923, 1.75770, -2.71562], [4.35748, 0.84922, -2.24904], [4.94861, 1.38949, -0.99969], [5.98979, 0.62187, -0.42393], [0.57669, 5.70989, -2.23188], [0.13760, 5.42567, -3.87307], [1.79013, 5.94723, -3.51696], [1.79849, 3.51156, -5.12266], [0.04182, 3.38322, -4.76284], [0.81851, 1.17941, -4.96092], [0.66216, 1.36190, -3.27016], [2.42179, 1.81415, -1.96405], [3.55950, 2.78413, -2.82450], [5.10842, 0.99661, -3.02523], [4.02125, -0.17467, -2.08567], [6.18975, 0.95827, 0.59340], [6.92420, 0.53504, -0.97841], [5.65483, -0.41222, -0.34290], [0.82827, -1.69351, -4.45872], [1.34438, -2.98277, -4.40918], [2.66320, -3.02650, -3.81740], [3.40109, -4.37800, -4.11806], [2.62860, -5.48118, -3.63524], [2.83377, -6.75483, -4.17659], [4.22041, -7.37646, -3.91450], [5.16992, -6.65567, -4.62825], [5.25389, -7.00821, -5.96820], [-0.15201, -1.61125, -4.92818], [1.45557, -0.96948, -4.97870], [0.80003, -1.26818, -3.45553], [2.60693, -2.77447, -2.75843], [3.25894, -2.28528, -4.35014], [4.33925, -4.41187, -3.56416], [3.54354, -4.50893, -5.19075], [2.72696, -6.63309, -5.25450], [2.05515, -7.46394, -3.89553], [4.25813, -8.45971, -4.02955], [4.44081, -7.14027, -2.87348], [5.98608, -6.36396, -6.45497], [4.30298, -6.94270, -6.49696], [5.66247, -8.01059, -6.09626], [-6.57940, -1.12560, 1.17198], [-6.05713, -1.85438, 0.08638], [-5.12836, -1.14361, -0.76432], [-5.79683, -0.12769, -1.74834], [-7.00183, -0.58763, -2.36536], [-7.46012, 0.19278, -3.43925], [-8.05796, 1.50971, -3.08930], [-9.34665, 1.45427, -2.55096], [-9.48648, 0.94645, -1.25358], [-7.19616, -1.70944, 1.85523], [-7.17086, -0.40059, 0.61285], [-5.83436, -0.60636, 1.77482], [-4.60472, -1.85875, -1.39873], [-4.33627, -0.66045, -0.19224], [-5.08211, 0.12482, -2.53161], [-5.96089, 0.80201, -1.20349], [-8.20264, -0.41871, -3.95193], [-6.71185, 0.24474, -4.23013], [-8.15956, 2.19350, -3.93205], [-7.38046, 2.01779, -2.40305], [-10.54961, 0.92300, -1.01416], [-8.87696, 1.50746, -0.54516], [-9.13961, -0.08678, -1.26739], [-2.02676, -3.42849, -2.32565], [-0.85920, -3.22392, -1.55261], [0.10519, -4.22986, -1.73846], [-0.31013, -5.60464, -1.15545], [-0.77081, -5.45845, 0.17939], [-0.64759, -6.64058, 0.97516], [-1.15091, -8.08676, 0.44031], [-0.41754, -8.39096, -0.68481], [-1.20120, -9.14165, -1.68211], [-1.93967, -3.62419, -3.39440], [-2.53437, -2.46701, -2.24815], [-2.73821, -4.15211, -1.92778], [0.94871, -3.88046, -1.14307], [0.39188, -4.34981, -2.78322], [0.54016, -6.28178, -1.23657], [-1.13029, -6.07916, -1.69420], [-1.00778, -6.44103, 1.98439], [0.43090, -6.68017, 1.12809], [-2.22037, -7.92916, 0.30062], [-1.09937, -8.83676, 1.22958], [-0.53683, -9.61112, -2.40757], [-1.97155, -8.53592, -2.15935], [-1.75311, -9.98656, -1.27022], [-1.50635, -2.91281, 2.37985], [-2.92579, -2.42919, 2.36202], [-3.91074, -3.57647, 2.02311], [-4.93351, -3.43069, 2.94328], [-4.58332, -2.55542, 3.93961], [-5.23494, -2.26476, 4.89414], [-3.38735, -2.05469, 3.66254], [-1.32755, -3.65532, 3.15755], [-0.77764, -2.10635, 2.46173], [-1.23525, -3.40341, 1.44502], [-3.06640, -1.62187, 1.64330], [-3.50182, -4.55505, 2.27462], [-4.35607, -3.49569, 1.03152], [-3.91282, 4.81166, -6.08947], [-3.69833, 4.27580, -4.68731], [-4.73540, 3.43437, -4.15422], [-4.00123, 2.32167, -3.71127], [-2.72323, 2.43258, -3.99578], [-1.83393, 1.60527, -3.75809], [-2.50147, 3.59254, -4.67375], [-4.63986, 5.62196, -6.03534], [-4.18781, 4.06915, -6.83857], [-3.02782, 5.30189, -6.49513], [-3.57556, 5.06769, -3.94841], [-5.39181, 3.04737, -4.93362], [-5.23771, 3.82896, -3.27099], [-1.05298, 0.42494, -0.71523], [-0.04024, -0.35595, 0.09318], [1.39338, -0.45065, -0.41789], [2.12331, -0.07882, 0.70589], [1.38411, 0.31129, 1.73026], [1.75858, 0.78238, 2.80018], [0.09477, 0.21384, 1.40150], [-1.24389, -0.03126, -1.68659], [-0.89208, 1.50085, -0.78326], [-2.00204, 0.34668, -0.18488], [-0.42404, -1.37111, 0.19440], [1.51684, 0.23818, -1.25356], [1.66377, -1.39454, -0.89126], [3.60124, 2.32020, 6.08333], [4.51254, 1.13667, 5.77786], [3.72838, -0.19899, 5.78170], [4.36750, -0.91417, 4.69866], [4.93993, -0.04116, 3.84817], [5.32844, -0.29446, 2.74243], [4.96348, 1.17587, 4.42811], [3.02128, 2.12156, 6.98461], [2.84713, 2.40674, 5.30107], [4.14367, 3.25935, 6.19226], [5.37075, 1.16963, 6.44905], [2.69783, -0.00270, 5.48583], [3.73349, -0.74399, 6.72566], [-7.15460, 3.22231, 1.71443], [-5.60834, 3.41310, 1.87551], [-5.05554, 3.51302, 3.32278], [-4.14061, 2.42057, 3.44190], [-4.09523, 1.72961, 2.36468], [-3.41885, 0.77690, 2.13688], [-5.01593, 2.22866, 1.51754], [-7.47781, 3.08648, 0.68235], [-7.75932, 4.00453, 2.17330], [-7.46371, 2.34750, 2.28649], [-5.18765, 4.22578, 1.28332], [-5.96270, 3.46479, 3.92514], [-4.57536, 4.46775, 3.53735], [0.28692, -2.19702, 5.85110], [-0.05467, -0.69007, 5.42426], [-1.56248, -0.24605, 5.41955], [-1.48171, 1.02743, 6.09844], [-0.23260, 1.25466, 6.56775], [0.13173, 2.27432, 7.14252], [0.49798, 0.11241, 6.46953], [1.34856, -2.43731, 5.90840], [-0.15237, -2.92781, 5.17209], [-0.10058, -2.37810, 6.85368], [0.36662, -0.44855, 4.44842], [-2.19416, -1.01574, 5.86299], [-1.86011, -0.02653, 4.39420], [-0.55535, 3.51382, 3.41840], [0.43436, 3.98582, 2.38645], [0.03209, 3.70880, 0.95447], [0.09430, 4.97583, 0.33149], [0.30099, 5.95997, 1.19701], [0.32749, 7.13418, 0.91598], [0.44995, 5.40119, 2.42532], [-1.57527, 3.86380, 3.25911], [-0.09218, 3.80368, 4.36156], [-0.63024, 2.42642, 3.42503], [1.46138, 3.62353, 2.43204], [-1.00467, 3.38416, 0.86595], [0.70757, 2.99495, 0.48305], [3.25994, -5.31199, 0.65116], [3.19707, -4.70114, 2.08864], [2.57912, -3.29810, 2.35525], [1.59989, -3.55829, 3.33048], [1.53806, -4.86421, 3.60627], [0.65878, -5.36477, 4.34300], [2.40403, -5.49977, 2.89931], [3.51308, -6.37181, 0.62266], [4.08298, -4.83532, 0.11870], [2.31569, -5.21026, 0.11625], [4.18570, -4.62873, 2.54193], [2.10109, -2.97186, 1.43159], [3.39861, -2.63355, 2.62893]]}

***

# 3
{"formula": "C22H38Br2ClIrN2O9SSi", "method": "wB97M-V/def2-TZVPD", "orbital_gap_ev": [9.3, 6.3], "e_lumo_ev": [-2.71, -6.27], "max_force_ev_per_a": 0.76, "s2": 8.763, "multiplicity": 6, "total_charge": 1, "molar_mass_da": 922.2, "elements": ["Ir", "C", "C", "C", "C", "O", "Si", "S", "O", "C", "C", "C", "C", "O", "C", "C", "C", "C", "H", "H", "H", "H", "H", "H", "H", "H", "H", "H", "H", "H", "H", "H", "H", "H", "H", "H", "H", "H", "H", "H", "H", "H", "H", "H", "H", "Br", "C", "Br", "H", "H", "N", "H", "H", "H", "O", "C", "O", "C", "C", "C", "C", "C", "C", "N", "O", "O", "H", "H", "H", "H", "Cl", "C", "C", "O", "O", "H", "H"], "positions_angstrom": [[-0.81133, 1.73486, 0.84727], [1.27878, -2.30815, -2.18515], [0.12531, -1.45222, -1.69019], [-0.56119, -0.74099, -2.84116], [-0.84737, -2.28364, -0.86990], [0.63623, -0.37393, -0.82407], [1.77005, -0.43029, 0.32597], [1.58808, 1.60155, 1.15289], [1.29972, -1.33948, 1.57480], [2.05730, -2.09688, 2.56924], [2.66916, -3.30550, 1.87898], [3.12075, -1.19946, 3.18205], [1.03271, -2.51858, 3.60691], [3.28119, -0.71482, -0.11588], [4.28537, 0.01964, -0.87922], [5.05402, -1.02729, -1.66576], [3.61074, 1.01926, -1.80738], [5.18463, 0.72118, 0.12462], [0.88949, -3.08302, -2.84636], [1.79699, -2.80303, -1.36032], [1.99836, -1.71328, -2.74702], [-1.06782, -1.45920, -3.48615], [0.16825, -0.19080, -3.43821], [-1.29542, -0.03249, -2.45986], [-1.34205, -3.01287, -1.51231], [-1.60668, -1.64522, -0.41814], [-0.32454, -2.81917, -0.07599], [3.37878, -2.99342, 1.11262], [1.88959, -3.91408, 1.41830], [3.19793, -3.92289, 2.60565], [3.84920, -0.88788, 2.43252], [3.65324, -1.73513, 3.96814], [2.66445, -0.31329, 3.62887], [0.23166, -3.09257, 3.14019], [0.60652, -1.64490, 4.10493], [1.50129, -3.14033, 4.36966], [4.40190, -1.53595, -2.37569], [5.47979, -1.76920, -0.99018], [5.86709, -0.55708, -2.21911], [2.89259, 0.52567, -2.46255], [4.36016, 1.50896, -2.42937], [3.09560, 1.80360, -1.24436], [5.65302, -0.00531, 0.78907], [4.61872, 1.43509, 0.72574], [5.97237, 1.26675, -0.39562], [-0.08818, 2.86549, -1.77422], [-1.20704, 4.45709, -1.81057], [-2.84311, 4.18434, -0.85996], [-1.42075, 4.65615, -2.85233], [-0.64168, 5.23760, -1.31982], [-1.28339, 0.47347, 2.76873], [-0.92271, 0.97411, 3.57442], [-0.89320, -0.46414, 2.74930], [-2.29590, 0.43638, 2.84374], [-3.59356, 1.74396, 1.11147], [-3.39248, 0.91760, 0.24028], [-2.14843, 0.59431, -0.11057], [-4.46104, 0.24387, -0.53576], [-5.79280, 0.56055, -0.27701], [-6.80500, -0.06056, -0.99060], [-6.49771, -1.00278, -1.96303], [-5.16750, -1.29881, -2.19717], [-4.13959, -0.69301, -1.50727], [-4.81823, -2.30464, -3.22181], [-5.72494, -2.79991, -3.85026], [-3.63703, -2.53723, -3.39342], [-6.01773, 1.29589, 0.48376], [-7.83845, 0.18611, -0.79214], [-7.26526, -1.50435, -2.53403], [-3.11775, -0.95378, -1.72948], [-2.55657, 5.71512, 3.03972], [-0.79382, 5.48064, 2.98100], [-0.45246, 4.47184, 1.90598], [0.20602, 4.74583, 0.92886], [-0.89665, 3.25283, 2.16877], [-0.47314, 5.12196, 3.95608], [-0.32456, 6.42989, 2.74884]]}

***

# 4
{"formula": "CH2N4O2", "method": "wB97M-V/def2-TZVPD", "orbital_gap_ev": [7.8, 8.5], "e_lumo_ev": [-0.72, -0.39], "max_force_ev_per_a": 4.15, "total_charge": 0, "molar_mass_da": 102.1, "elements": ["C", "N", "N", "N", "N", "O", "O", "H", "H"], "positions_angstrom": [[0.09937, -1.21931, 1.00508], [0.68659, -1.11651, -0.30804], [1.73449, -1.07182, -0.85131], [-0.93468, 0.24147, -0.39479], [-0.39553, 1.45109, -0.66104], [0.13269, -2.15333, 1.73664], [-0.78104, -0.09914, 1.01005], [-1.00872, 2.02991, -1.28615], [0.46683, 1.93764, -0.25044]]}

***

Q: What is the formula in the third record?
A: C22H38Br2ClIrN2O9SSi